Computed, not measured: a structure of composition C41H57BInN6O11SSb in a non-equilibrium geometry, with ωB97M-V/def2-TZVPD.

Calculated values
HOMO-LUMO gap (alpha / beta) = 4.9 / 3.8 eV
Total charge = -2
E_LUMO (alpha / beta) = 3.8 / 3.8 eV
HOMO (alpha / beta) = -1.2 / 0.0 eV

Each line ends with the Löwdin charge.
Positions of all 119 atoms, in Å:
In (0.717, -0.805, 0.430)  0.182
O (-1.647, -4.253, -0.179)  0.023
C (-0.733, -3.538, 0.290)  -0.499
O (-0.522, -2.319, -0.015)  -0.043
C (0.196, -4.196, 1.311)  0.004
C (-0.040, -5.532, 1.644)  0.071
C (0.771, -6.186, 2.568)  -0.163
C (1.824, -5.519, 3.177)  0.064
C (2.049, -4.193, 2.841)  -0.071
C (1.276, -3.456, 1.906)  -0.253
O (1.503, -2.243, 1.603)  -0.152
N (3.177, -3.562, 3.524)  -0.326
O (2.967, -3.053, 4.615)  0.101
O (4.304, -3.780, 3.075)  0.049
N (0.519, -7.579, 2.904)  -0.366
O (-0.396, -8.168, 2.341)  0.038
O (1.246, -8.107, 3.747)  0.013
H (-0.868, -6.039, 1.160)  0.125
H (2.467, -6.007, 3.900)  0.130
O (0.152, -0.222, 2.080)  -0.513
C (4.051, 1.627, -0.872)  -0.046
N (4.319, 0.683, 0.189)  -0.146
C (5.123, 0.931, 1.305)  -0.207
C (5.162, -0.206, 2.064)  -0.332
N (4.383, -1.159, 1.453)  0.037
C (3.828, -0.627, 0.268)  -0.744
S (2.837, -1.456, -0.761)  1.000
H (4.564, 2.571, -0.682)  0.112
H (2.994, 1.800, -0.949)  0.027
H (4.399, 1.204, -1.819)  0.110
H (5.612, 1.879, 1.466)  0.139
H (5.687, -0.404, 2.973)  0.116
H (4.221, -2.100, 1.776)  0.115
C (1.433, -3.165, -2.314)  -0.118
C (1.021, -1.722, -2.584)  -0.448
O (0.738, -0.871, -1.662)  -0.276
C (0.929, -1.295, -3.988)  -0.167
C (1.213, -2.160, -5.058)  -0.064
C (1.112, -1.706, -6.370)  -0.134
C (0.728, -0.390, -6.632)  -0.164
C (0.444, 0.476, -5.575)  -0.125
C (0.543, 0.030, -4.263)  -0.044
H (1.449, -3.348, -1.245)  0.023
H (2.435, -3.357, -2.703)  0.066
H (0.705, -3.852, -2.759)  0.094
H (1.514, -3.189, -4.892)  0.089
H (1.332, -2.379, -7.194)  0.082
H (0.650, -0.040, -7.658)  0.070
H (0.145, 1.501, -5.777)  0.083
H (0.320, 0.713, -3.449)  0.086
C (-8.136, -1.171, -1.687)  -0.065
C (-7.125, -0.114, -2.170)  -0.569
C (-6.789, -0.424, -3.641)  -0.081
C (-7.777, 1.280, -2.122)  -0.068
C (-5.888, -0.134, -1.260)  -0.177
C (-6.039, 0.133, 0.123)  -0.056
C (-4.944, 0.127, 0.994)  0.019
C (-3.694, -0.149, 0.470)  -0.230
O (-2.523, -0.202, 1.137)  0.098
B (-1.542, -0.526, 0.102)  -0.457
O (-2.229, -0.653, -1.162)  0.178
C (-3.523, -0.410, -0.867)  -0.210
C (-4.593, -0.411, -1.751)  0.075
H (-9.036, -1.173, -2.328)  0.077
H (-8.466, -0.976, -0.654)  0.074
H (-7.684, -2.177, -1.721)  0.093
H (-7.701, -0.401, -4.262)  0.078
H (-6.344, -1.429, -3.741)  0.089
H (-6.088, 0.323, -4.051)  0.086
H (-8.672, 1.316, -2.769)  0.076
H (-7.066, 2.049, -2.470)  0.089
H (-8.097, 1.544, -1.101)  0.073
H (-7.014, 0.350, 0.540)  0.091
H (-5.070, 0.332, 2.049)  0.113
H (-4.394, -0.624, -2.791)  0.114
C (-0.913, 5.311, 0.587)  -0.080
C (-0.987, 4.535, -0.721)  -0.226
N (0.057, 3.515, -0.778)  -0.064
C (1.306, 3.968, -1.385)  -0.212
C (1.376, 3.550, -2.848)  -0.061
C (-0.165, 2.221, -0.319)  -0.317
C (-1.541, 1.878, 0.169)  0.035
N (0.705, 1.248, -0.275)  0.080
H (-1.703, 6.069, 0.625)  0.068
H (0.049, 5.820, 0.690)  0.065
H (-1.033, 4.652, 1.450)  0.073
H (-0.878, 5.231, -1.559)  0.114
H (-1.980, 4.095, -0.838)  0.108
H (2.159, 3.590, -0.841)  0.074
H (1.384, 5.059, -1.322)  0.118
H (1.349, 2.463, -2.955)  0.057
H (2.302, 3.914, -3.304)  0.075
H (0.534, 3.961, -3.414)  0.076
H (-2.246, 1.942, -0.665)  0.118
H (-1.848, 2.561, 0.965)  0.117
H (-1.574, 0.845, 0.570)  0.016
H (1.614, 1.533, -0.598)  0.021
C (4.376, 1.767, 4.647)  -0.153
C (4.445, 0.816, 3.434)  -0.420
Sb (2.538, 0.533, 2.310)  1.689
C (2.288, 2.477, 1.373)  -0.382
C (2.709, 3.665, 2.230)  -0.168
C (1.170, 0.833, 3.979)  -0.413
C (1.207, -0.375, 4.907)  -0.207
H (5.366, 1.808, 5.138)  0.054
H (3.647, 1.403, 5.388)  0.049
H (4.101, 2.789, 4.358)  0.036
H (4.721, -0.172, 3.819)  0.077
H (5.248, 1.151, 2.708)  0.017
H (1.250, 2.572, 1.112)  0.036
H (2.868, 2.489, 0.474)  -0.024
H (2.152, 3.673, 3.181)  0.063
H (2.501, 4.606, 1.686)  0.053
H (3.795, 3.625, 2.415)  0.051
H (0.155, 0.945, 3.576)  0.040
H (1.435, 1.754, 4.537)  0.031
H (0.920, -1.282, 4.351)  0.056
H (0.500, -0.231, 5.743)  0.061
H (2.221, -0.520, 5.320)  0.043

***

Computed, not measured: a structure of composition C41H57Cl5FIrN7O3PSb in a non-equilibrium geometry, with ωB97M-V/def2-TZVPD.

Calculated values
HOMO-LUMO gap (alpha / beta) = 6.5 / 6.7 eV
Total charge = +2
E_LUMO (alpha / beta) = -4.9 / -5.0 eV
2S+1 = 2
HOMO (alpha / beta) = -11.3 / -11.7 eV
<S²> = 0.7600

Each line ends with the Löwdin spin population.
Positions of all 117 atoms, in Å:
Ir (-0.414, -0.131, -0.421)  0.423
F (-5.271, 4.688, -0.602)  0.000
C (-3.965, 4.861, -0.319)  0.000
C (-3.117, 3.814, -0.518)  0.000
C (-1.745, 3.962, -0.290)  0.000
C (-0.829, 2.863, -0.544)  -0.001
O (-1.274, 1.759, -0.994)  -0.005
C (0.536, 3.111, -0.309)  0.000
C (0.934, 4.343, 0.136)  0.000
N (0.095, 5.353, 0.400)  0.000
C (0.624, 6.624, 0.862)  0.000
C (1.715, 6.625, 1.882)  0.000
C (0.335, 7.068, 2.266)  0.000
C (-1.265, 5.198, 0.165)  0.000
C (-2.160, 6.255, 0.381)  0.000
C (-3.515, 6.116, 0.141)  0.000
N (-4.376, 7.211, 0.387)  0.000
C (-4.049, 8.500, -0.211)  0.000
C (-4.336, 9.599, 0.823)  0.000
N (-5.374, 9.069, 1.775)  0.000
C (-6.440, 8.328, 1.023)  0.000
C (-5.824, 7.030, 0.471)  0.000
C (1.608, 2.109, -0.606)  0.000
O (2.759, 2.472, -0.698)  0.003
O (1.241, 0.876, -0.787)  -0.001
H (-3.501, 2.866, -0.866)  0.000
H (1.990, 4.532, 0.276)  0.000
H (0.663, 7.378, 0.084)  0.000
H (2.495, 7.363, 1.771)  0.000
H (2.049, 5.675, 2.275)  0.000
H (0.149, 8.119, 2.437)  0.000
H (-0.236, 6.393, 2.890)  0.000
H (-1.783, 7.191, 0.766)  0.000
H (-4.642, 8.664, -1.118)  0.000
H (-3.004, 8.539, -0.500)  0.000
H (-4.737, 10.500, 0.364)  0.000
H (-3.461, 9.860, 1.415)  0.000
H (-5.766, 9.821, 2.342)  0.000
H (-4.914, 8.404, 2.400)  0.000
H (-6.784, 8.996, 0.235)  0.000
H (-7.269, 8.127, 1.696)  0.000
H (-6.290, 6.816, -0.494)  0.000
H (-6.040, 6.200, 1.141)  0.000
C (-2.948, -2.411, -3.236)  0.027
Sb (-1.875, -0.650, -2.728)  0.100
C (-3.317, 0.790, -3.297)  0.016
C (-0.509, -0.498, -4.345)  0.026
H (-3.069, -2.438, -4.317)  0.003
H (-3.926, -2.375, -2.758)  0.000
H (-2.420, -3.301, -2.897)  0.000
H (-3.671, 0.532, -4.293)  0.003
H (-2.859, 1.776, -3.307)  0.000
H (-4.153, 0.778, -2.599)  0.000
H (-1.050, -0.520, -5.290)  0.004
H (0.191, -1.330, -4.301)  0.000
H (0.043, 0.436, -4.254)  0.000
Cl (1.593, 0.136, 2.201)  0.004
C (-0.101, 0.252, 2.523)  0.008
C (-1.019, 0.256, 1.465)  0.022
C (-2.367, 0.399, 1.792)  -0.001
Cl (-3.583, 0.410, 0.544)  0.000
C (-2.801, 0.503, 3.114)  0.000
Cl (-4.477, 0.650, 3.472)  0.000
C (-1.871, 0.472, 4.147)  -0.001
Cl (-2.391, 0.584, 5.779)  0.000
C (-0.515, 0.351, 3.851)  0.002
Cl (0.635, 0.317, 5.124)  0.001
N (-0.132, -1.871, -0.136)  0.277
P (0.000, -3.405, 0.281)  0.044
N (1.023, -3.737, 1.521)  0.031
C (0.713, -3.332, 2.902)  0.001
C (1.209, -4.384, 3.885)  0.001
C (2.708, -4.611, 3.695)  0.000
C (3.019, -4.954, 2.240)  0.001
C (2.473, -3.877, 1.311)  0.001
N (0.617, -4.184, -1.021)  0.009
C (1.222, -3.545, -2.193)  -0.001
C (0.480, -3.936, -3.466)  0.000
C (0.386, -5.454, -3.596)  0.000
C (-0.225, -6.070, -2.341)  0.000
C (0.566, -5.646, -1.111)  0.001
N (-1.445, -3.991, 0.792)  0.003
C (-1.590, -5.256, 1.533)  0.000
C (-2.535, -5.108, 2.718)  0.000
C (-3.883, -4.561, 2.263)  0.000
C (-3.676, -3.249, 1.514)  0.000
C (-2.729, -3.448, 0.337)  0.000
H (-0.358, -3.160, 2.993)  0.000
H (1.222, -2.385, 3.116)  0.000
H (0.670, -5.322, 3.726)  0.000
H (0.996, -4.053, 4.903)  0.000
H (3.061, -5.401, 4.359)  0.000
H (3.243, -3.696, 3.968)  0.000
H (2.560, -5.912, 1.977)  0.000
H (4.095, -5.051, 2.090)  0.000
H (2.665, -4.120, 0.268)  0.000
H (2.958, -2.919, 1.531)  0.000
H (2.265, -3.874, -2.266)  0.000
H (1.225, -2.467, -2.043)  -0.001
H (0.994, -3.511, -4.331)  0.000
H (-0.528, -3.504, -3.434)  0.000
H (1.394, -5.860, -3.732)  0.000
H (-0.189, -5.730, -4.480)  0.000
H (-0.236, -7.159, -2.414)  0.000
H (-1.262, -5.736, -2.224)  0.000
H (1.591, -6.030, -1.179)  0.001
H (0.132, -6.053, -0.200)  0.000
H (-0.608, -5.592, 1.856)  0.000
H (-1.996, -6.013, 0.849)  0.000
H (-2.097, -4.430, 3.456)  0.000
H (-2.650, -6.080, 3.199)  0.000
H (-4.547, -4.418, 3.116)  0.000
H (-4.363, -5.286, 1.598)  0.000
H (-3.244, -2.504, 2.191)  0.000
H (-4.626, -2.853, 1.150)  0.000
H (-2.552, -2.505, -0.172)  -0.001
H (-3.181, -4.147, -0.378)  0.000

***

Q: Which relative energy (zero: lowest compared OMol25 entry of this formula, charge and spin) values were calculated for the entries above? A: 462.66 22.96, in kcal/mol.